[1]
C20H35FO8 | the ωB97M-V functional and the def2-TZVPD basis

Cartesian coordinates (Å):
O  -0.89  3.33  0.21
C  -1.45  2.29  0.38
O  -2.44  1.82  -0.44
C  -3.66  2.55  -0.35
C  -4.34  2.51  1.03
C  -5.03  3.84  1.36
C  -4.11  5.05  1.63
C  -3.00  4.79  2.61
O  -2.12  5.92  2.76
C  -1.38  5.61  3.87
O  -0.27  5.96  4.08
O  -2.14  4.85  4.71
C  -3.38  4.58  4.06
F  -3.77  3.30  4.34
H  -1.18  1.61  1.20
H  -4.32  2.08  -1.08
H  -3.51  3.58  -0.68
H  -5.10  1.73  1.01
H  -3.65  2.22  1.81
H  -5.67  4.09  0.52
H  -5.66  3.69  2.24
H  -4.74  5.83  2.07
H  -3.71  5.48  0.71
H  -2.38  3.93  2.35
H  -4.12  5.28  4.44
C  1.02  -1.71  0.01
C  2.21  -1.43  0.92
C  1.86  -0.04  1.44
O  0.43  0.03  1.49
C  -0.13  -1.08  0.79
H  0.86  -2.77  -0.18
H  1.14  -1.21  -0.95
H  2.24  -2.14  1.74
H  3.17  -1.46  0.41
H  2.22  0.74  0.76
H  2.26  0.16  2.44
H  -0.55  -1.78  1.52
H  -0.94  -0.73  0.15
C  -0.63  -0.74  -5.16
C  -0.45  -2.25  -5.35
C  0.75  -2.53  -4.45
O  0.67  -1.58  -3.38
C  -0.30  -0.58  -3.68
H  -1.63  -0.39  -5.41
H  0.09  -0.19  -5.77
H  -1.33  -2.78  -4.99
H  -0.27  -2.54  -6.38
H  1.69  -2.37  -4.98
H  0.74  -3.53  -4.03
H  -1.19  -0.74  -3.06
H  0.12  0.40  -3.44
C  5.02  -5.49  -0.45
C  6.21  -5.24  0.47
C  5.89  -3.85  1.01
O  4.47  -3.75  1.06
C  3.88  -4.84  0.34
H  4.84  -6.54  -0.66
H  5.16  -4.97  -1.40
H  6.22  -5.96  1.28
H  7.17  -5.28  -0.04
H  6.27  -3.07  0.34
H  6.29  -3.68  2.01
H  3.45  -5.55  1.06
H  3.08  -4.46  -0.30

Summary:
frontier orbital gap	10.034	eV
largest force on an atom	0.9	eV/Å
charge	0
calculated total energy	-1484.80278	Eh



[2]
C20H35N8O2PtS3Sb | the ωB97M-V functional and the def2-TZVPD basis

Cartesian coordinates (Å):
Pt  0.49  0.31  -0.13
S  1.35  -2.83  3.21
Sb  2.80  -1.34  3.98
S  1.76  0.75  3.41
S  -0.05  0.26  2.61
C  4.85  -0.20  -0.06
C  3.49  0.38  -0.32
N  2.39  -0.34  0.00
O  2.68  -1.47  0.70
C  3.39  1.65  -0.88
C  4.66  2.38  -1.23
N  1.23  2.17  0.03
O  0.08  4.07  -0.86
H  4.80  -1.22  0.31
H  5.38  0.40  0.68
H  5.44  -0.19  -0.97
H  1.90  -1.67  1.26
H  5.29  1.81  -1.91
H  5.26  2.58  -0.34
H  4.44  3.33  -1.71
C  -2.68  4.50  0.24
N  -2.36  3.10  0.52
C  -3.37  2.35  1.26
C  -1.30  2.45  0.03
N  -1.24  1.25  -0.42
C  -2.29  0.41  -0.88
C  -3.49  0.88  -1.40
C  -4.42  -0.01  -1.89
C  -4.14  -1.37  -1.88
C  -2.93  -1.84  -1.42
C  -1.97  -0.96  -0.92
N  -0.66  -1.34  -0.58
C  -0.39  -2.63  -0.26
N  0.70  -3.20  -0.78
C  1.43  -4.27  -0.12
C  1.28  -2.67  -2.01
N  -1.19  -3.33  0.55
C  -2.06  -2.68  1.52
C  -1.41  -4.76  0.39
N  0.03  3.21  0.11
C  2.11  2.39  -1.14
C  0.21  3.82  1.47
H  -3.64  4.53  -0.29
H  -1.91  4.94  -0.38
H  -2.78  5.05  1.17
H  -4.28  2.20  0.67
H  -3.62  2.94  2.15
H  -2.97  1.39  1.58
H  -3.67  1.95  -1.44
H  -5.36  0.36  -2.29
H  -4.87  -2.07  -2.28
H  -2.70  -2.89  -1.49
H  1.09  -4.37  0.91
H  2.49  -4.01  -0.10
H  1.31  -5.22  -0.64
H  0.50  -2.46  -2.74
H  1.94  -3.44  -2.42
H  1.86  -1.76  -1.83
H  -1.68  -1.69  1.75
H  -2.03  -3.26  2.44
H  -3.09  -2.63  1.16
H  -0.94  -5.12  -0.52
H  -2.49  -4.94  0.32
H  -1.03  -5.32  1.25
H  1.59  2.01  -2.02
H  1.77  2.31  0.88
H  2.28  3.46  -1.28
H  -0.59  4.54  1.61
H  1.16  4.34  1.44
H  0.17  3.03  2.22

Summary:
frontier orbital gap (spin up / spin down)	5.840 / 5.128	eV
largest force on an atom	0.7	eV/Å
charge	+1
expectation value of S²	0.7837
calculated total energy	-2925.40217	Eh
spin multiplicity	2



[3]
C20H36BN8O6S | the ωB97M-V functional and the def2-TZVPD basis

Cartesian coordinates (Å):
N  0.72  0.36  5.33
C  1.84  -0.48  4.78
O  2.98  -0.49  5.29
C  1.46  -1.33  3.44
C  2.67  -1.05  2.38
N  2.19  -0.99  0.98
C  1.93  0.40  0.43
C  0.37  0.77  0.37
C  0.31  2.35  -0.05
C  0.01  3.31  1.19
C  -1.55  3.14  1.62
C  -1.65  3.01  3.23
C  -3.21  2.78  3.63
S  -3.55  0.94  3.36
C  -4.22  0.72  1.67
N  -5.47  1.13  1.09
N  -5.49  0.76  -0.22
C  -4.27  0.09  -0.55
O  -3.50  0.07  0.64
C  1.94  -2.01  0.16
N  1.42  -1.82  -1.20
C  1.24  -3.15  -1.77
C  0.65  -3.47  -3.20
B  0.29  -5.03  -3.46
O  -0.36  -5.86  -2.46
O  0.66  -5.61  -4.72
N  1.68  -4.00  -0.71
N  2.13  -3.41  0.45
C  2.64  -4.18  1.60
C  2.81  -5.75  1.38
O  2.33  -6.52  2.24
H  -0.11  -0.27  5.28
H  0.61  1.10  4.61
H  0.45  -0.95  3.05
H  1.41  -2.42  3.78
H  3.10  -0.03  2.70
H  3.51  -1.80  2.58
H  2.46  0.46  -0.59
H  2.43  1.21  1.08
H  -0.20  0.55  1.33
H  -0.14  0.20  -0.47
H  1.35  2.64  -0.45
H  -0.44  2.53  -0.89
H  0.15  4.41  0.89
H  0.64  3.10  2.12
H  -2.20  4.01  1.27
H  -1.91  2.19  1.11
H  -1.24  3.97  3.70
H  -1.01  2.11  3.56
H  -3.42  3.07  4.72
H  -3.83  3.42  2.90
H  -4.04  -0.32  -1.58
H  1.33  -3.14  -4.07
H  -0.34  -2.88  -3.33
H  -0.64  -6.72  -2.86
H  0.71  -6.60  -4.65
H  1.62  -5.00  -0.94
H  3.70  -3.77  1.84
H  2.00  -4.04  2.54
H  3.34  -6.22  0.48
C  -0.18  2.46  -4.05
O  0.90  2.37  -3.49
N  -0.66  3.58  -4.66
C  -1.95  3.61  -5.30
C  0.16  4.78  -4.66
H  -0.87  1.61  -4.10
H  -1.82  3.86  -6.36
H  -2.57  4.37  -4.82
H  -2.45  2.64  -5.22
H  1.11  4.56  -5.16
H  0.36  5.08  -3.63
H  -0.35  5.59  -5.18

Summary:
frontier orbital gap	8.128	eV
largest force on an atom	6.5	eV/Å
charge	+1
calculated total energy	-2095.81579	Eh



[4]
C20H36FN3O8 | the ωB97M-V functional and the def2-TZVPD basis

Cartesian coordinates (Å):
C  -2.24  3.56  4.10
C  -3.19  2.92  2.99
F  -2.53  1.98  2.17
C  -3.95  4.05  2.14
C  -5.29  4.33  2.90
C  -6.35  3.47  3.16
N  -6.43  2.09  2.78
C  -7.48  1.56  3.28
O  -8.16  0.83  3.85
C  -7.31  4.40  4.00
O  -8.03  4.10  4.90
O  -7.07  5.69  3.47
C  -5.63  5.74  3.51
O  -4.94  6.61  3.93
H  -1.66  2.71  4.56
H  -2.87  4.05  4.90
H  -1.55  4.28  3.60
H  -3.96  2.33  3.59
H  -3.33  4.99  2.24
H  -4.09  3.74  1.07
C  2.06  0.88  -2.25
O  1.03  0.87  -3.23
C  0.51  -0.43  -3.50
C  -0.90  -0.60  -2.94
N  -0.88  -0.65  -1.48
C  -2.20  -0.51  -0.85
C  -2.98  0.78  -1.11
O  -2.42  1.94  -0.51
C  -1.35  2.53  -1.24
H  2.53  1.86  -2.28
H  1.65  0.73  -1.25
H  2.81  0.13  -2.46
H  1.18  -1.22  -3.15
H  0.45  -0.52  -4.60
H  -1.34  -1.52  -3.33
H  -1.49  0.25  -3.30
H  -0.28  0.09  -1.12
H  -2.04  -0.59  0.23
H  -2.82  -1.36  -1.15
H  -3.96  0.66  -0.64
H  -3.18  0.96  -2.17
H  -1.49  2.44  -2.32
H  -0.40  2.10  -0.94
H  -1.32  3.59  -0.98
C  7.37  -3.75  -1.68
O  6.36  -4.73  -1.70
C  6.05  -5.25  -0.41
C  4.68  -4.76  0.07
N  4.71  -3.34  0.39
C  3.38  -2.74  0.57
C  2.41  -2.78  -0.62
O  2.79  -1.96  -1.72
C  3.75  -2.54  -2.59
H  7.70  -3.58  -2.71
H  7.00  -2.79  -1.29
H  8.24  -4.07  -1.10
H  6.83  -5.03  0.33
H  6.00  -6.34  -0.52
H  4.39  -5.33  0.96
H  3.96  -4.98  -0.73
H  5.18  -2.84  -0.35
H  3.55  -1.69  0.82
H  2.90  -3.20  1.43
H  1.46  -2.37  -0.26
H  2.19  -3.80  -0.95
H  3.63  -3.62  -2.68
H  4.76  -2.29  -2.26
H  3.62  -2.09  -3.58

Summary:
frontier orbital gap	8.060	eV
largest force on an atom	3.5	eV/Å
charge	0
calculated total energy	-1649.55249	Eh



Look up the charge of the fourth one. 0